1.
C3H8OS2 | ωB97M-V/def2-TZVPD

The geometry in XYZ format:
```
14
Properties=species:S:1:pos:R:3:forces:R:3
C -0.28343 0.58486 -0.32940 -0.3 -0.8 -0.1
C -0.46682 -0.13720 -1.65218 -0.3 0.1 -1.1
O -1.05374 0.75158 -2.61462 0.6 0.1 0.7
C 0.54327 -0.26177 0.63926 -1.5 2.2 0.4
S 0.88014 0.91293 2.19802 0.9 -1.3 -0.5
S 0.46313 -0.49093 3.54601 -0.1 -0.8 0.0
H 0.22844 1.52341 -0.47253 -0.1 0.5 -0.3
H -1.29971 0.69298 0.03544 0.1 0.6 0.5
H -1.20667 -0.94150 -1.58640 0.6 -0.4 0.6
H 0.50543 -0.50199 -2.00147 -0.1 -0.2 -0.1
H -1.32800 0.19794 -3.34870 -0.1 0.1 -0.2
H -0.09522 -0.98918 1.12181 0.5 -0.8 -0.3
H 1.51776 -0.51296 0.21251 0.0 -0.3 0.7
H 1.59543 -0.82819 4.25224 -0.2 1.1 -0.1
```
Forces are in eV/Å.

The largest force on an atom comes out at 2.652 eV/A. Its energy above the lowest of the compared OMol25 structures with the same formula, charge and spin is 87.1 kJ/mol. The calculation puts the gap between HOMO and LUMO (alpha / beta) at 9.075 / 5.023 eV. The lowest unoccupied orbital energy (alpha / beta) comes out at -0.173 / -0.321 hartree. As for the expectation value of S²: 0.76. The total energy is -990.36052 Eh. As for the total charge: +1. Its multiplicity is 2. The value obtained for the HOMO energy (alpha / beta) is -13.8 / -13.8 eV.

***

2.
C3H5O3 | ωB97M-V/def2-TZVPD

The geometry in XYZ format:
```
11
Properties=species:S:1:pos:R:3:forces:R:3
C 1.94371 -1.49930 -0.12468 3.0 0.4 -1.3
C -2.23024 -0.29212 0.19384 1.3 1.5 0.1
C -0.53859 1.54577 0.04010 3.3 2.1 0.3
O -2.87736 -1.19323 0.07092 -0.8 -1.4 -0.2
O -1.65596 0.73410 0.41285 -1.5 -1.2 0.6
O 0.89792 -1.00673 0.16472 -1.0 -0.2 0.3
H 2.85538 -0.86003 -0.40645 -1.0 -0.2 0.5
H 2.24996 -2.56497 -0.25567 -1.1 0.1 0.5
H -0.05036 1.23979 -0.88419 -1.2 0.1 -0.6
H 0.36567 1.28535 0.70109 -2.0 0.7 -0.1
H -0.96012 2.61138 0.08747 1.0 -1.8 -0.1
```
Forces are in eV/Å.

The largest force on an atom comes out at 3.910 eV/A. Its energy above the lowest of the compared OMol25 structures with the same formula, charge and spin is 139.7 kJ/mol. The calculation puts the gap between HOMO and LUMO at 9.973 eV. The lowest unoccupied orbital energy comes out at -0.157 hartree. The total energy is -342.65419 Eh. As for the total charge: +1. The value obtained for the HOMO energy is -14.3 eV.

***

3.
C32H48N3O7V | ωB97M-V/def2-TZVPD

The geometry in XYZ format:
```
91
Properties=species:S:1:pos:R:3:forces:R:3
V -0.13665 0.34179 0.43067 2.8 -2.4 0.1
C -3.11345 0.65569 2.37967 0.1 0.0 0.6
C -0.86635 -0.17001 3.06927 -0.6 -0.1 0.3
O 0.50265 -0.06211 2.74817 0.1 -0.2 -0.6
C 1.22615 0.81559 3.59527 0.6 0.5 0.0
C 2.38435 1.37259 2.78097 -0.3 -0.2 0.3
O 1.79455 2.16459 1.76877 0.4 -0.1 0.2
C 2.67525 2.61249 0.77547 0.0 0.0 -0.2
C 3.15225 1.46339 -0.14023 0.4 0.7 0.3
O 2.21115 0.41559 -0.05373 -0.7 -0.1 0.1
C 2.54645 -0.69721 -0.85653 0.0 -0.9 -0.4
C 2.02525 -1.96101 -0.16853 1.1 0.3 0.0
O 0.65645 -1.83521 0.16117 -0.5 0.8 0.2
C -0.21025 -2.61091 -0.64143 -0.8 -0.4 -0.4
C -1.64105 -2.12611 -0.43813 0.4 -0.7 0.2
O -1.70505 -0.78351 -0.88123 0.6 0.2 0.2
C -3.00285 -0.31431 -1.16693 -0.7 0.4 0.0
C -3.73115 0.27039 0.07407 0.0 0.1 0.0
O -3.06495 -0.17751 1.23467 0.1 -0.2 -0.3
H -3.74345 1.53499 2.21387 0.0 -0.1 0.0
H -3.52915 0.05479 3.18997 -0.1 0.1 -0.1
H -1.23625 -0.98441 2.43677 0.0 -0.1 0.2
H -0.98025 -0.46461 4.12017 -0.1 -0.1 -0.3
H 1.59335 0.26809 4.47537 -0.1 0.1 -0.1
H 0.58815 1.64929 3.90797 0.1 -0.1 0.0
H 2.95195 0.53669 2.35447 0.0 0.1 0.0
H 3.04745 1.97539 3.41687 -0.1 -0.1 -0.1
H 3.54715 3.11639 1.21667 -0.1 0.0 -0.1
H 2.09895 3.33779 0.19847 0.1 0.0 0.0
H 4.13815 1.08999 0.18617 -0.3 0.0 -0.1
H 3.24485 1.83129 -1.17193 0.0 -0.2 0.1
H 3.63505 -0.77961 -0.98203 -0.1 0.0 0.1
H 2.08785 -0.56351 -1.83963 0.1 0.0 0.2
H 2.57135 -2.12201 0.76887 -0.1 0.0 -0.1
H 2.19345 -2.82271 -0.82583 -0.1 0.1 0.1
H -0.13155 -3.67131 -0.35513 0.0 0.2 -0.1
H 0.03875 -2.49641 -1.70263 0.1 -0.1 0.2
H -1.93405 -2.20701 0.61907 0.0 0.0 -0.2
H -2.31945 -2.74621 -1.04263 0.2 0.1 0.1
H -3.60415 -1.12871 -1.59123 0.2 0.1 0.0
H -2.88265 0.46619 -1.92563 -0.1 -0.2 0.1
H -4.77545 -0.07211 0.08867 0.1 0.1 -0.1
H -3.73175 1.36559 0.02257 0.0 -0.1 0.1
C -4.19965 2.43989 5.84487 0.1 -0.1 0.0
N -3.28375 1.32989 5.91437 0.0 -0.1 -0.1
C -3.91355 0.05679 5.66007 -0.1 0.1 0.2
C -1.95835 1.58259 5.38797 0.0 0.1 0.1
C -1.73995 2.06899 3.95667 0.1 0.6 0.1
C -1.53095 3.39329 3.77897 -0.2 -0.8 0.3
C -1.17435 3.97119 2.53467 0.2 0.1 -1.4
C -0.98715 3.17309 1.44347 -0.1 1.4 0.5
C -1.07605 1.77409 1.50847 -0.2 -0.3 -0.3
C -1.67405 1.12819 2.75837 -0.4 -0.6 -0.5
H -5.04965 2.23019 6.49397 -0.1 0.1 0.0
H -4.57295 2.63109 4.82707 0.0 0.1 0.0
H -3.70375 3.33869 6.20687 0.0 0.1 0.0
H -4.43945 -0.25751 6.56617 -0.1 -0.1 -0.1
H -3.16175 -0.69491 5.42587 0.0 -0.1 0.0
H -4.64965 0.09759 4.84427 0.0 -0.1 0.0
H -1.37565 0.67889 5.58447 0.1 0.1 0.1
H -1.54285 2.36489 6.03607 0.1 -0.1 -0.1
H -1.60715 4.06119 4.62427 0.0 0.0 0.3
H -1.02985 5.03639 2.47197 0.0 0.2 -0.1
H -0.70705 3.61839 0.49377 0.0 0.1 0.0
H -1.40165 1.35339 0.49507 -2.1 1.8 0.6
C 1.75015 -2.71731 -6.45743 0.1 0.0 -0.5
N 1.08085 -2.45171 -5.20783 -0.2 -0.3 0.4
N 1.40615 -1.34251 -4.44333 -0.4 0.1 -0.1
C 0.32135 -0.98051 -3.64183 0.0 -0.2 -0.3
O 0.35945 -0.08691 -2.79993 0.0 0.4 0.1
C -0.70515 -1.91431 -3.99713 0.0 0.0 -0.2
C -0.22385 -2.74611 -4.96413 0.2 0.2 0.4
C -0.92895 -3.81741 -5.70673 0.1 0.1 -0.1
C 2.72325 -0.87091 -4.34123 0.4 0.1 0.1
C 2.93855 0.50249 -4.32143 -0.2 -0.1 -0.1
C 4.22875 0.98709 -4.22743 0.0 0.0 0.0
C 5.30035 0.11329 -4.15313 0.1 0.0 0.0
C 5.07985 -1.25441 -4.14953 0.1 0.0 0.0
C 3.79415 -1.75571 -4.23993 -0.2 0.1 0.0
H 2.68665 -2.16571 -6.49623 -0.1 -0.1 0.0
H 1.13205 -2.40611 -7.30283 0.1 0.0 0.0
H 1.96365 -3.78221 -6.55003 0.0 0.0 0.0
H -1.68375 -1.93191 -3.56703 -0.3 0.0 0.1
H -1.89575 -3.99321 -5.24593 -0.1 -0.1 0.0
H -0.35695 -4.74231 -5.70763 0.0 -0.1 0.0
H -1.08515 -3.51551 -6.74233 -0.1 0.0 -0.1
H 2.09205 1.16779 -4.37863 -0.1 0.1 0.0
H 4.39715 2.05219 -4.23743 0.0 0.1 0.0
H 6.30795 0.49309 -4.10613 0.1 0.1 0.0
H 5.91105 -1.93781 -4.07723 0.1 -0.1 0.0
H 3.61415 -2.82151 -4.24563 0.0 -0.1 0.0
```
Forces are in eV/Å.

The largest force on an atom comes out at 3.687 eV/A. The calculation puts the gap between HOMO and LUMO (alpha / beta) at 6.503 / 6.805 eV. The lowest unoccupied orbital energy (alpha / beta) comes out at -0.064 / -0.064 hartree. As for the expectation value of S²: 3.77. The total energy is -2882.68822 Eh. As for the total charge: +1. Its multiplicity is 4. The value obtained for the HOMO energy (alpha / beta) is -8.2 / -8.6 eV.

***

What is the formula in the third record?
C32H48N3O7V

***

Look up the total charge of the second one.
+1